Entry 1:
ORCA calculation (ωB97M-V with the def2-TZVPD basis set) on C23H55N3OP4SeTi as an isolated structure in a non-equilibrium geometry.

```
88
Properties=species:S:1:pos:R:3
Ti 0.25084 0.30790 0.69419
P 0.45019 -1.72996 -0.82760
P 2.01888 1.23995 -0.95501
P -2.25167 -0.14444 0.62721
H -0.27250 6.15880 0.72531
C -0.99322 5.52303 1.24076
C -0.73780 4.23048 1.45139
H -0.01598 3.59454 0.95998
C -0.29491 -1.75650 -2.50094
C 2.13316 -2.28177 -1.19283
C -0.35655 -3.16570 -0.06436
C 2.21423 3.05839 -0.92006
C 3.69341 0.71906 -0.44004
C 2.16471 0.97443 -2.76772
C -3.15056 1.40470 1.06197
C -2.68980 -1.31512 1.95126
C -3.41303 -0.78133 -0.63958
H -1.86841 6.04690 1.64915
H -1.24690 3.78688 2.28695
H -0.08528 -2.73713 -2.95986
H 0.12822 -0.96350 -3.12820
H -1.37787 -1.59367 -2.44908
H 2.11469 -3.31835 -1.54592
H 2.77332 -2.24362 -0.30776
H 2.59662 -1.68266 -1.98325
H 0.02530 -4.08606 -0.52435
H -1.43843 -3.15246 -0.23440
H -0.18901 -3.19354 1.02006
H 3.15879 3.31587 -1.42700
H 2.22485 3.40940 0.11997
H 1.36181 3.53597 -1.41823
H 4.36735 0.79096 -1.30139
H 3.70956 -0.30348 -0.05876
H 4.04964 1.36481 0.36515
H 3.02938 1.57061 -3.10915
H 1.26399 1.30942 -3.29364
H 2.30033 -0.07814 -3.03306
H -4.20517 1.13837 1.28146
H -3.09012 2.11225 0.21590
H -2.66867 1.89682 1.92390
H -3.78802 -1.25453 2.10932
H -2.14945 -1.11636 2.89063
H -2.44430 -2.34423 1.62529
H -4.42235 -0.73932 -0.18668
H -3.17403 -1.82744 -0.88849
H -3.35916 -0.17359 -1.55633
C -2.57305 3.53753 -3.32918
C -2.39096 4.27098 -2.12189
C -3.04696 5.49204 -1.92884
C -3.88540 5.99678 -2.93583
C -4.28580 5.14161 -3.97943
C -3.71261 3.84759 -4.10672
Se -1.32546 2.11704 -3.69377
H -0.04928 2.93266 -3.55087
H -1.68416 3.98710 -1.33725
H -2.86387 6.10644 -0.99969
H -4.22613 7.04760 -2.85729
H -5.02018 5.47154 -4.72871
H -4.07949 3.14547 -4.83088
C 3.35553 0.57177 3.46766
N 2.98840 -0.79745 3.83309
C 3.98543 -1.42518 4.71344
P 1.40936 -1.23636 3.56972
O 0.99643 -0.45391 2.30660
N 1.35299 -2.84480 3.35164
C 0.14109 -3.62993 3.56042
C 2.36776 -3.55034 2.53352
N 0.28718 -0.73697 4.68396
C -0.21841 0.62486 4.52014
C -0.18323 -1.34849 5.94068
H 4.39306 0.70308 3.77837
H 2.71213 1.35521 3.92033
H 3.29611 0.68219 2.37502
H 3.92998 -1.12661 5.77280
H 3.92187 -2.50975 4.67495
H 4.98070 -1.16755 4.29633
H 0.22596 -4.53315 2.92142
H 0.06582 -3.88128 4.62931
H -0.74120 -3.04817 3.23590
H 1.90927 -3.97523 1.61460
H 3.18734 -2.89921 2.21255
H 2.77489 -4.39271 3.14177
H -0.94281 0.68068 3.69318
H -0.73313 0.87643 5.43506
H 0.57014 1.37315 4.34151
H -1.26417 -1.63029 5.83132
H 0.37816 -2.24511 6.23254
H -0.09907 -0.59995 6.75861
```

- Gap between HOMO and LUMO (alpha / beta): 0.17690 / 0.18867 Ha
- Total charge: +3
- ⟨S²⟩: 0.757
- Spin multiplicity: 2


Entry 2:
ORCA calculation (ωB97M-V with the def2-TZVPD basis set) on C23H56IN5O6P2SnTe as an isolated structure in a non-equilibrium geometry.

```
95
Properties=species:S:1:pos:R:3
Sn -0.31781 -0.77742 0.35797
C 4.04259 2.09317 2.32673
N 3.19138 2.70504 1.31677
C 3.86345 3.54889 0.34091
C 1.93549 2.23340 1.14498
O 1.42078 1.43178 1.91921
C 1.21121 2.74018 -0.09623
O -0.15864 2.41688 -0.16063
C -1.03862 3.18284 0.61481
C -1.91697 2.28593 1.49699
O -1.61296 1.12202 1.74967
N -3.02365 2.84681 2.02535
C -3.50997 4.18507 1.76044
C -3.89076 2.05346 2.89078
H 4.61078 2.86267 2.84865
H 3.41494 1.56703 3.03814
H 4.73528 1.38418 1.86291
H 4.82349 3.84923 0.75265
H 4.04242 3.01916 -0.60014
H 3.29255 4.45431 0.13497
H 1.36423 3.81362 -0.24537
H 1.67175 2.20104 -0.92548
H -0.49707 3.87563 1.26913
H -1.66482 3.75771 -0.07139
H -2.82256 4.76176 1.15012
H -4.47294 4.13539 1.24488
H -3.65736 4.71741 2.70210
H -3.43015 1.09299 3.09282
H -4.04737 2.57829 3.83398
H -4.85959 1.88954 2.41302
N -1.00878 -1.44617 3.35629
C 0.11666 -2.30910 3.73755
C 1.45154 -1.84156 3.16859
N 1.53359 -1.86982 1.70637
C 1.93658 -3.13521 1.08432
C 0.73771 -3.95585 0.62442
N -0.02767 -3.16691 -0.34462
H -1.83573 -1.49010 4.15527
H -0.70562 -0.47000 3.34758
H 0.19024 -2.31379 4.82768
H -0.11258 -3.32380 3.41669
H 1.58928 -0.80064 3.46945
H 2.24771 -2.44589 3.62279
H 2.20315 -1.16233 1.41542
H 2.52049 -2.88858 0.19696
H 2.56592 -3.73205 1.75629
H 1.09600 -4.90076 0.20164
H 0.09492 -4.18666 1.47466
H 0.51847 -3.07780 -1.22017
H -0.89045 -3.65039 -0.57765
C -4.16563 1.75482 -1.66876
C -4.44301 0.26647 -1.46070
P -2.87415 -0.71851 -1.40034
C -2.25410 -0.57269 -3.12973
C -3.18521 -0.99557 -4.26166
C -3.50121 -2.47085 -1.31878
C -4.97102 -2.75290 -1.62455
H -5.06461 2.34560 -1.48844
H -3.83373 1.94781 -2.68979
H -3.38234 2.09691 -0.98923
H -5.10043 -0.10752 -2.24680
H -4.93492 0.10615 -0.49821
H -1.33569 -1.16566 -3.15341
H -1.94335 0.46891 -3.25548
H -3.52598 -2.02291 -4.12755
H -2.65233 -0.94540 -5.21233
H -4.05914 -0.34575 -4.33234
H -3.28653 -2.79600 -0.29650
H -2.85980 -3.05451 -1.98683
H -5.62842 -2.23283 -0.92889
H -5.15974 -3.82269 -1.52109
H -5.24565 -2.46268 -2.63840
C 3.18376 2.37525 -3.87085
C 2.60648 0.99497 -3.62371
O 3.54659 0.22996 -2.86742
P 2.94178 -1.04084 -2.00622
O 2.47132 -0.46995 -0.69763
Te 1.59009 -2.38620 -3.36218
O 4.31837 -1.84989 -1.76704
C 5.36756 -1.26223 -1.00153
C 6.05690 -2.34989 -0.20054
H 2.47602 2.97935 -4.43878
H 4.11481 2.29368 -4.43204
H 3.40157 2.87251 -2.92344
H 2.40000 0.48970 -4.57114
H 1.65300 1.07160 -3.08451
H 4.96009 -0.49314 -0.33791
H 6.07344 -0.78158 -1.68415
H 5.36286 -2.79413 0.51397
H 6.91054 -1.93673 0.33804
H 6.40624 -3.13261 -0.87359
I -3.34384 -1.38599 5.46167
C -1.61000 -1.73858 2.02288
H -2.58920 -1.25271 2.03173
H -1.81191 -2.81333 1.99584
```

- Gap between HOMO and LUMO: 0.27002 Ha
- Total charge: 0
- Spin multiplicity: 1


Entry 3:
ORCA calculation (ωB97M-V with the def2-TZVPD basis set) on C23H58BCuN2O14V as an isolated structure in a non-equilibrium geometry.

```
100
Properties=species:S:1:pos:R:3
O 0.63452 3.12324 1.55530
V 1.02565 1.67376 1.03165
Cu -1.19716 -0.10784 -2.08069
C 2.88943 1.30047 -0.84867
O 2.16428 2.29052 -0.69716
O 4.10835 1.25103 -0.70828
O 2.40493 0.38299 -0.23823
C 2.43616 0.72584 3.19918
O 3.25320 -0.21667 3.10360
O 1.26182 0.55501 2.93522
O 2.87267 1.51551 2.34200
B -1.05460 1.24975 0.06903
H -0.86592 0.75870 1.01111
H -1.15731 2.30019 0.29327
H -0.25629 1.06591 -0.63321
H -1.99585 0.93608 -0.35511
C -0.24352 2.64131 -3.60658
O -1.37549 1.81056 -3.48073
C -2.05020 1.56529 -4.65512
C -3.10008 0.57860 -4.31492
N -2.47905 -0.72167 -4.04403
C -3.38426 -1.66186 -3.47382
C -3.91991 -1.40986 -2.06829
O -2.80250 -1.40549 -1.18558
C -3.04319 -1.66077 0.23071
H 0.55906 2.24450 -4.22829
H 0.10386 2.81224 -2.58765
H -0.46588 3.65972 -3.92517
H -1.52751 1.16603 -5.52430
H -2.66824 2.39974 -4.98651
H -3.79525 0.48517 -5.14925
H -3.65976 0.93038 -3.44826
H -2.08211 -1.05357 -4.91143
H -2.83579 -2.59946 -3.38337
H -4.12580 -1.77675 -4.26440
H -4.63924 -2.18863 -1.81496
H -4.47845 -0.48732 -1.91000
H -3.00814 -2.73543 0.40952
H -4.03915 -1.33709 0.53304
H -2.28954 -1.14464 0.82544
C 8.17238 -4.31897 4.39017
O 6.78344 -4.60175 4.58499
C 5.93659 -3.99591 3.63587
C 4.51326 -4.58483 3.88621
N 3.49977 -3.91800 3.07928
C 2.30822 -4.74097 2.72117
C 1.41949 -4.06258 1.66861
O 0.70860 -3.02007 2.31390
C 0.16585 -2.09542 1.39423
H 8.72869 -4.81678 5.18440
H 8.43074 -3.26203 4.32526
H 8.48840 -4.73990 3.43568
H 6.20466 -4.18395 2.59622
H 5.97558 -2.91541 3.77409
H 4.20410 -4.43968 4.92132
H 4.57402 -5.66099 3.72405
H 3.92722 -3.56730 2.23407
H 1.75531 -5.05868 3.60517
H 2.67037 -5.69237 2.33157
H 0.78306 -4.84834 1.26162
H 2.03384 -3.69938 0.84474
H -0.39978 -1.33945 1.93890
H -0.51160 -2.50810 0.64667
H 0.90062 -1.56909 0.78498
C 1.68876 -1.15167 -4.18210
C 1.51147 -1.94820 -2.88384
C 2.84427 -2.23264 -2.25221
O 0.79838 -1.16413 -1.91793
H 0.72863 -1.04199 -4.68630
H 2.34722 -1.77414 -4.78796
H 2.18379 -0.19363 -4.02330
H 0.92110 -2.86311 -2.93388
H 2.74123 -2.67369 -1.26076
H 3.54112 -1.39603 -2.20133
H 3.43665 -2.96417 -2.80180
H 1.42088 -0.61671 -1.43376
C -3.56136 1.76127 2.58221
C -4.60680 1.28834 1.65615
C -5.96432 1.93709 1.85857
O -4.12784 1.66409 0.34667
H -3.23834 2.77848 2.36078
H -2.72755 1.06024 2.54455
H -3.92653 1.78420 3.60897
H -4.69403 0.20820 1.77360
H -6.75592 1.58265 1.19839
H -5.89588 3.02108 1.76700
H -6.29737 1.67081 2.86170
H -3.22416 1.43317 0.11941
C -1.67235 6.92532 -0.67200
C -1.15502 6.64502 0.72452
C -1.62665 5.27233 1.19347
O 0.25577 6.58197 0.72482
H -1.24946 6.21618 -1.38361
H -1.37447 7.93190 -0.96553
H -2.76044 6.86336 -0.68947
H -1.38109 7.45708 1.41558
H -2.70324 5.13043 1.28793
H -1.21516 5.06304 2.18088
H -1.20811 4.51307 0.53284
H 0.50073 5.95546 0.03993
```

- Gap between HOMO and LUMO (alpha / beta): 0.06990 / 0.12420 Ha
- Total charge: -3
- ⟨S²⟩: 2.052
- Spin multiplicity: 3


Entry 4:
ORCA calculation (ωB97M-V with the def2-TZVPD basis set) on a 7-piece molecular cluster, C23H58N6O9S overall in a non-equilibrium geometry.

```
97
Properties=species:S:1:pos:R:3
S 1.18249 0.64269 0.11647
O 0.91651 -0.43505 0.99884
O 2.19930 1.46633 0.72087
O 1.64219 0.16119 -1.20058
O -0.02621 1.46259 -0.09471
C -2.45725 4.28351 3.23159
C -1.71763 4.09303 1.84471
O -2.18466 4.34643 0.74729
N -0.35388 3.34913 1.87453
H -0.41945 2.62363 2.57414
H -0.36127 2.77114 1.04630
C 0.82055 4.31718 1.99268
H -1.86410 4.93505 3.87327
H -2.70400 3.33074 3.70004
H -3.40508 4.79797 3.07329
H 0.80997 4.81665 2.96145
H 0.85353 5.09757 1.23241
H 1.69770 3.67051 2.01558
C -2.84735 3.25990 -2.55409
C -2.10243 1.94659 -2.62282
O -2.62956 0.81915 -2.58632
N -0.57003 2.09929 -2.57650
H -0.31353 3.06801 -2.45045
H -0.37440 1.59053 -1.72621
C 0.11730 1.38088 -3.74247
H -3.71628 3.17243 -3.20632
H -2.15297 4.02983 -2.89045
H -3.14246 3.50908 -1.53481
H 1.16989 1.66400 -3.74408
H -0.42658 1.67828 -4.63904
H -0.04067 0.31412 -3.58381
C 0.65068 -2.56192 -1.92655
C 1.96401 -3.00899 -1.41493
O 2.20719 -4.14170 -0.98856
N 3.05018 -1.94162 -1.59424
H 2.52762 -1.08129 -1.51131
H 3.73646 -1.95911 -0.85343
C 3.74775 -1.92070 -2.93939
H 0.04125 -3.33068 -2.40166
H 0.73715 -1.74732 -2.64561
H 0.07638 -2.15543 -1.09406
H 4.46036 -1.09604 -2.92482
H 2.97317 -1.75686 -3.68858
H 4.12732 -2.93732 -3.04199
C 4.79210 1.47373 -1.36223
C 5.49225 2.19269 -0.23815
O 6.65161 2.62896 -0.34639
N 4.64672 2.35884 1.02814
H 4.48656 3.35303 1.10570
H 3.71345 2.05892 0.78491
C 5.31001 1.82272 2.29653
H 4.11379 2.12657 -1.91159
H 4.14891 0.74197 -0.87342
H 5.50312 0.97722 -2.02255
H 4.69842 2.11359 3.15061
H 6.28590 2.30720 2.32837
H 5.31335 0.73694 2.39229
C 1.12857 -3.27924 2.58173
C 1.74916 -2.37578 3.66307
O 2.50298 -2.80441 4.50548
N 1.39054 -0.86505 3.49035
H 1.08183 -0.71169 2.54099
H 0.53141 -0.71739 4.00045
C 2.66214 0.05636 3.71300
H 0.12576 -2.91966 2.35113
H 0.90554 -4.30430 2.87773
H 1.75989 -3.35685 1.69656
H 2.41461 1.11468 3.79548
H 3.34964 -0.17469 2.89932
H 3.10239 -0.25470 4.66037
C -2.64187 -3.60154 -3.52159
C -3.48895 -3.48014 -2.24827
C -2.89626 -2.73989 -1.06320
N -3.88184 -2.34201 0.04136
C -4.98175 -3.48408 0.26821
C -4.51063 -0.91918 -0.25987
C -3.70641 0.20428 0.41484
C -2.59795 -0.53225 1.14296
C -3.08933 -1.94743 1.32030
H -1.85756 -4.35847 -3.51784
H -2.19699 -2.68597 -3.91135
H -3.30629 -3.93351 -4.31936
H -3.71634 -4.44788 -1.80121
H -4.44581 -3.01841 -2.49183
H -2.33182 -1.86582 -1.38803
H -2.22237 -3.44374 -0.57477
H -5.65473 -3.28672 -0.56621
H -5.45543 -3.18812 1.20423
H -4.63747 -4.51828 0.27091
H -5.44438 -0.83729 0.29646
H -4.64252 -0.87365 -1.34090
H -4.32749 0.67103 1.17937
H -3.34146 1.02461 -0.20320
H -2.38297 -0.02518 2.08358
H -1.71662 -0.52917 0.50160
H -3.87261 -1.97631 2.07775
H -2.41183 -2.78761 1.47261
```

- Relative energy (zero: lowest compared OMol25 entry of this formula, charge and spin): 0.0 kJ/mol
- Gap between HOMO and LUMO: 0.39352 Ha
- Total charge: +4
- Spin multiplicity: 1


Entry 5:
ORCA calculation (ωB97M-V with the def2-TZVPD basis set) on a 7-piece molecular cluster, C23H58NO19S5 overall in a non-equilibrium geometry.

```
106
Properties=species:S:1:pos:R:3
C 24.36200 2.10100 20.90400
N 23.25100 1.47300 20.14800
C 23.58800 1.19900 18.79600
C 22.84900 0.23700 20.83300
C 22.06600 2.47600 20.12900
C 21.52900 3.09300 21.51300
O 20.46500 3.90800 21.24400
H 25.19500 1.62000 20.73100
H 24.27700 2.18900 21.94800
H 24.64200 3.11500 20.58300
H 22.82300 1.02000 18.05700
H 24.16600 0.40500 18.84600
H 24.22000 1.96200 18.50400
H 22.64700 0.30400 21.82500
H 23.64900 -0.27700 20.57000
H 22.02200 -0.39900 20.32500
H 21.40100 1.90700 19.57300
H 22.35200 3.26100 19.55700
H 22.07700 3.57800 22.17300
H 20.97100 2.34100 21.99400
H 19.83800 3.87700 21.81300
O 17.81300 2.71500 17.36000
S 19.19300 2.61300 17.02300
O 19.93600 1.55900 17.53600
O 19.28300 2.32000 15.40700
C 18.43200 1.37100 15.04300
C 18.53400 1.11000 13.51300
C 20.13200 4.08900 17.44900
H 17.27900 1.84900 14.96000
H 18.51800 0.36200 15.58800
H 17.98700 0.26900 13.08400
H 19.47600 1.09300 13.13000
H 18.11700 1.94100 12.99400
H 20.10100 4.35200 18.56800
H 19.84700 4.99400 16.80400
H 21.11000 3.97500 17.20500
O 15.98600 2.79800 21.68700
S 16.53400 3.92200 22.26800
O 17.93700 3.97600 22.74000
O 16.52900 5.10100 21.13900
C 17.05800 4.88900 19.81400
C 17.29900 6.14600 19.17400
C 15.51000 4.57300 23.46200
H 16.41900 4.18400 19.43900
H 17.93800 4.41200 20.23300
H 17.97900 6.65900 19.38000
H 16.40700 6.73700 19.21600
H 17.45500 5.83500 18.11300
H 15.82500 5.55400 23.60600
H 15.41800 3.99100 24.38900
H 14.63000 4.60600 23.00400
O 29.33200 5.09900 23.55800
S 28.27400 5.32000 22.64800
O 27.40000 6.42800 22.60900
O 29.08800 5.42200 21.20000
C 29.88800 6.59700 21.03400
C 29.91900 6.94000 19.46900
C 27.41500 3.85500 22.56500
H 31.02600 6.59200 21.11500
H 29.44600 7.33600 21.68300
H 29.01500 7.30800 19.43900
H 30.23100 6.21000 18.72000
H 30.48400 7.78800 19.14500
H 26.48900 4.23200 22.11800
H 26.90700 3.42200 23.51700
H 28.17400 3.13600 22.22500
O 23.47500 5.94100 18.71600
S 24.70000 6.32300 19.17100
O 24.94300 7.71500 19.36700
O 24.68600 5.65300 20.65200
C 23.74800 6.20000 21.55700
C 23.85700 5.66800 22.98500
C 25.94400 5.50400 18.19600
H 22.81800 5.92200 21.15600
H 23.97300 7.27700 21.72000
H 24.09300 4.69300 22.80800
H 23.08800 6.03600 23.76400
H 24.69300 5.87900 23.31000
H 25.73600 5.87200 17.45000
H 25.67000 4.47300 18.13800
H 26.94100 5.68100 18.42900
O 21.88100 1.30100 24.37200
S 22.48700 2.25500 25.07700
O 23.81000 2.67100 24.64500
O 21.58500 3.62800 25.06600
C 20.25500 3.56900 25.48600
C 19.69600 4.96200 25.18000
C 22.66200 1.88100 26.82900
H 20.08800 3.13900 26.48900
H 19.79900 2.71100 24.77500
H 18.77000 5.15800 25.75400
H 19.75700 4.99400 24.09400
H 20.29800 5.66900 25.63700
H 21.80400 1.43300 27.20000
H 23.11700 2.71900 27.31200
H 23.30300 1.02100 27.22900
C 29.06900 1.22300 18.17000
C 28.51200 2.49700 18.81900
O 27.75200 1.91500 19.90400
C 27.91900 0.65100 19.98900
O 27.35800 -0.17600 20.74200
O 28.69700 0.19200 19.07200
H 30.08700 1.26900 17.91100
H 28.67400 0.91500 17.22300
H 27.97800 3.15600 18.09900
H 29.24100 3.23000 19.26700
```

- Relative energy (zero: lowest compared OMol25 entry of this formula, charge and spin): 235.0 kJ/mol
- Gap between HOMO and LUMO: 0.37002 Ha
- Total charge: +1
- Spin multiplicity: 1


Look up the spin multiplicity of the second one. 1